Record 1
{
  "formula": "C2H7NOSi",
  "method": "ωB97M-V/def2-TZVPD",
  "elements": ["Si", "O", "N", "C", "C", "H", "H", "H", "H", "H", "H", "H"],
  "positions_angstrom": [[1.54, 0.39, 0.04], [0.22, 1.36, -0.18], [1.15, -1.27, -0.16], [-1.05, 0.81, -0.14], [-1.10, -0.58, 0.20], [-1.51, 1.43, 0.62], [1.10, -1.93, 0.60], [-1.72, -1.34, -0.28], [-1.50, 1.00, -1.15], [2.05, 0.57, 1.36], [-0.79, -0.67, 1.28], [2.04, 0.75, -1.20]],
  "nbo_charge": [1.55, -0.86, -1.11, -0.16, -0.15, 0.22, 0.36, 0.23, 0.18, -0.24, 0.20, -0.21],
  "gap_ev": [8.72, 8.62],
  "lumo_energy_ev": [-0.77, -0.81]
}

=====

Record 2
{
  "formula": "C31H46Cl2FeNP",
  "method": "ωB97M-V/def2-TZVPD",
  "elements": ["Fe", "Cl", "Cl", "P", "N", "C", "C", "C", "C", "C", "C", "C", "C", "C", "C", "C", "C", "C", "C", "C", "C", "C", "C", "C", "C", "C", "C", "C", "C", "C", "C", "C", "C", "C", "C", "C", "H", "H", "H", "H", "H", "H", "H", "H", "H", "H", "H", "H", "H", "H", "H", "H", "H", "H", "H", "H", "H", "H", "H", "H", "H", "H", "H", "H", "H", "H", "H", "H", "H", "H", "H", "H", "H", "H", "H", "H", "H", "H", "H", "H", "H", "H"],
  "positions_angstrom": [[-0.17, 0.00, 1.52], [2.22, 0.23, 1.33], [-2.54, 0.33, 1.75], [-0.30, 0.65, -0.77], [0.36, -0.04, 3.46], [2.72, -1.74, -2.44], [1.01, 0.50, -3.32], [-3.99, -0.79, -3.42], [2.35, -4.27, 1.34], [-2.40, 1.08, -2.74], [1.15, 4.62, -0.66], [-1.35, 3.16, -0.11], [-3.48, -1.64, -2.25], [0.97, 1.05, 4.02], [2.32, 0.16, -4.05], [1.10, 0.09, -1.85], [-1.93, 0.23, -1.55], [-3.84, 0.71, -3.11], [-0.52, -1.79, 1.26], [0.27, -1.11, 5.61], [-1.35, 4.68, -0.28], [0.24, -5.45, 1.27], [1.21, 0.01, 7.66], [1.41, -1.41, -1.71], [-2.03, -1.27, -1.90], [1.27, 1.08, 5.39], [1.68, -3.06, 1.33], [0.28, -3.01, 1.28], [-0.01, -1.10, 4.24], [-0.43, -4.24, 1.25], [1.64, -5.48, 1.31], [0.91, -0.01, 6.19], [-0.21, 2.51, -0.91], [2.67, -1.32, -3.91], [0.01, 5.28, 0.12], [1.15, 3.10, -0.48], [3.55, -1.21, -1.94], [2.23, -2.12, 1.35], [0.60, -2.01, -2.13], [1.95, 0.61, -1.38], [2.24, 0.44, -5.11], [-4.11, -1.47, -1.36], [2.93, -2.82, -2.35], [-1.56, 4.93, -1.33], [-4.50, 0.97, -2.27], [-0.32, -6.38, 1.24], [-2.62, 0.41, -0.71], [1.35, 2.83, 0.56], [0.18, -0.03, -3.80], [-1.52, -4.21, 1.21], [-1.58, -2.01, 1.04], [2.30, 0.10, 7.83], [1.22, 1.90, 3.41], [-5.03, -1.03, -3.64], [-1.67, -1.87, -1.06], [-0.35, 2.74, -1.97], [-0.03, -1.96, 6.21], [-3.54, -2.70, -2.49], [0.01, 6.36, -0.04], [-2.35, 2.15, -2.50], [1.90, -1.92, -4.43], [-0.53, -1.94, 3.82], [-1.74, 0.92, -3.61], [3.62, -1.54, -4.41], [3.13, 0.77, -3.62], [-1.24, 2.90, 0.95], [-3.41, -1.03, -4.32], [1.05, 4.86, -1.73], [2.17, -6.43, 1.32], [-4.17, 1.31, -3.97], [0.70, 0.88, 8.13], [0.85, -0.92, 8.17], [-1.39, -1.49, -2.76], [-2.15, 5.12, 0.33], [1.75, 1.94, 5.82], [-2.32, 2.74, -0.41], [1.49, -1.66, -0.65], [0.80, 1.58, -3.41], [1.96, 2.66, -1.07], [2.12, 5.03, -0.33], [0.17, 5.12, 1.19], [3.44, -4.29, 1.37]],
  "lowdin_spin": [3.66, 0.11, 0.11, 0.05, 0.05, 0.00, 0.00, 0.00, 0.00, 0.00, 0.00, 0.00, 0.00, 0.01, 0.00, 0.00, 0.00, 0.00, 0.49, 0.00, 0.00, 0.00, 0.00, 0.00, 0.01, 0.00, 0.09, 0.08, 0.02, 0.09, 0.11, 0.00, 0.02, 0.00, 0.00, 0.00, 0.00, 0.00, 0.00, 0.00, 0.00, 0.00, 0.00, 0.00, 0.00, 0.00, 0.00, 0.00, 0.00, 0.00, 0.04, 0.00, 0.00, 0.00, 0.01, 0.00, 0.00, 0.00, 0.00, 0.00, 0.00, 0.01, 0.00, 0.00, 0.00, 0.00, 0.00, 0.00, 0.01, 0.00, 0.00, 0.00, 0.00, 0.00, 0.00, 0.00, 0.00, 0.00, 0.00, 0.00, 0.00, 0.00],
  "total_charge": -1,
  "spin_multiplicity": 6,
  "gap_ev": [5.19, 6.92],
  "lumo_energy_ev": [2.64, 2.64]
}

=====

Record 3
{
  "formula": "C4H9OP",
  "method": "ωB97M-V/def2-TZVPD",
  "elements": ["P", "O", "C", "C", "C", "C", "H", "H", "H", "H", "H", "H", "H", "H", "H"],
  "positions_angstrom": [[0.86, -1.63, -0.37], [1.66, -0.48, 1.88], [0.46, 0.12, -0.10], [-1.25, 0.75, -1.90], [-1.18, 0.54, -0.60], [0.59, 0.30, 1.41], [-0.38, -0.06, 1.72], [2.30, 0.16, 2.06], [1.00, 0.86, -0.63], [0.59, 1.22, 1.96], [0.16, -2.08, 0.71], [-0.43, 0.72, -2.49], [-2.20, 0.97, -2.31], [-1.95, 0.56, 0.05], [-0.24, -1.93, -1.39]],
  "nbo_charge": [0.35, -0.71, -0.55, -0.40, -0.14, -0.10, 0.17, 0.47, 0.22, 0.18, -0.04, 0.19, 0.19, 0.18, -0.03],
  "gap_ev": 9.63,
  "smiles": "C=C[C@H](P)CO",
  "lumo_energy_ev": 0.88
}

=====

Record 4
{
  "formula": "C26H32N3O2",
  "method": "ωB97M-V/def2-TZVPD",
  "elements": ["O", "O", "N", "N", "N", "C", "C", "C", "C", "C", "C", "C", "C", "C", "C", "C", "C", "C", "C", "C", "C", "C", "C", "C", "C", "C", "C", "C", "C", "C", "C", "H", "H", "H", "H", "H", "H", "H", "H", "H", "H", "H", "H", "H", "H", "H", "H", "H", "H", "H", "H", "H", "H", "H", "H", "H", "H", "H", "H", "H", "H", "H", "H"],
  "positions_angstrom": [[3.57, -3.88, -1.43], [-4.11, -4.18, 0.08], [1.60, 1.10, -2.54], [-3.36, 1.05, 1.47], [1.01, 1.21, 1.70], [3.29, -2.57, -1.66], [-3.66, -0.30, 1.30], [0.67, 0.07, -0.75], [-1.47, 0.13, 0.68], [0.93, 4.24, 1.93], [0.54, 1.10, -1.68], [-4.83, -0.99, 1.64], [-2.10, 1.30, 1.03], [-3.27, -4.76, -0.96], [-2.61, -2.25, 0.34], [-2.51, -0.92, 0.74], [1.45, 3.52, 0.69], [-3.87, -2.92, 0.54], [3.96, -1.82, -2.66], [0.44, 1.92, 2.91], [4.58, -4.53, -2.25], [-0.06, 3.34, 2.67], [1.78, -0.74, -1.22], [1.92, 2.12, -3.51], [-4.17, 2.04, 2.16], [2.37, -0.05, -2.32], [2.25, -2.00, -0.87], [3.47, -0.56, -3.01], [1.97, 2.12, 0.98], [0.01, 0.01, 0.56], [-4.97, -2.31, 1.22], [0.64, 3.45, -0.05], [-5.88, -2.90, 1.34], [-4.02, 2.02, 3.25], [-0.32, 3.77, 3.65], [-1.69, 2.29, 0.92], [-5.23, 1.91, 1.95], [4.32, -4.46, -3.31], [-5.61, -0.49, 2.20], [1.75, 4.56, 2.59], [4.79, -2.29, -3.20], [1.77, -2.54, -0.06], [-0.26, 1.85, -1.69], [-1.77, -2.74, -0.16], [-2.34, -5.14, -0.55], [1.01, 2.49, -4.00], [5.56, -4.08, -2.07], [0.35, -0.85, 1.14], [1.58, 0.47, 2.09], [-0.35, 1.29, 3.35], [2.42, 3.00, -3.08], [-3.05, -4.04, -1.76], [-3.86, -5.59, -1.36], [-0.99, 3.31, 2.09], [0.43, 5.16, 1.63], [4.58, -5.57, -1.93], [3.90, -0.01, -3.84], [1.29, 1.99, 3.60], [2.30, 1.61, 0.08], [2.26, 4.10, 0.22], [-3.86, 3.04, 1.82], [2.85, 2.20, 1.63], [2.58, 1.70, -4.27]],
  "nbo_charge": [-0.49, -0.50, -0.33, -0.34, -0.43, 0.32, 0.10, -0.24, -0.22, -0.40, 0.07, -0.21, 0.01, -0.26, -0.33, 0.02, -0.42, 0.33, -0.30, -0.23, -0.26, -0.42, 0.02, -0.41, -0.40, 0.08, -0.28, -0.20, -0.23, 0.10, -0.25, 0.20, 0.24, 0.20, 0.24, 0.20, 0.22, 0.19, 0.22, 0.21, 0.24, 0.22, 0.23, 0.22, 0.18, 0.22, 0.18, 0.21, 0.40, 0.24, 0.21, 0.18, 0.21, 0.20, 0.23, 0.21, 0.22, 0.21, 0.24, 0.24, 0.21, 0.21, 0.22],
  "total_charge": 1,
  "gap_ev": 7.31,
  "lumo_energy_ev": -2.67
}

=====

Record 5
{
  "formula": "C2H10N2O",
  "method": "ωB97M-V/def2-TZVPD",
  "elements": ["O", "N", "N", "C", "C", "H", "H", "H", "H", "H", "H", "H", "H", "H", "H"],
  "positions_angstrom": [[1.35, 0.98, -2.34], [-0.14, 0.09, 1.52], [-0.39, -1.71, -0.14], [-1.14, 0.84, 0.76], [0.48, -1.02, 0.77], [2.27, 1.24, -2.20], [0.76, -1.79, 1.49], [-2.06, 0.26, 0.67], [1.37, -0.69, 0.23], [-0.79, 1.17, -0.23], [1.01, 1.41, -3.12], [0.58, 0.75, 1.78], [-0.73, -1.12, -0.89], [-1.17, -2.13, 0.36], [-1.40, 1.74, 1.33]],
  "nbo_charge": [-0.95, -0.65, -0.83, -0.43, -0.05, 0.48, 0.18, 0.19, 0.16, 0.17, 0.48, 0.35, 0.36, 0.35, 0.20],
  "gap_ev": 9.18,
  "smiles": "CNCN.O",
  "lumo_energy_ev": 0.70
}

=====

Record 6
{
  "formula": "C13H37N5O4Rb",
  "method": "ωB97M-V/def2-TZVPD",
  "elements": ["Rb", "O", "O", "O", "O", "N", "N", "N", "N", "N", "C", "C", "C", "C", "C", "C", "C", "C", "C", "C", "C", "C", "C", "H", "H", "H", "H", "H", "H", "H", "H", "H", "H", "H", "H", "H", "H", "H", "H", "H", "H", "H", "H", "H", "H", "H", "H", "H", "H", "H", "H", "H", "H", "H", "H", "H", "H", "H", "H", "H"],
  "positions_angstrom": [[15.61, 15.12, 4.37], [14.49, 13.25, -1.00], [12.51, 11.53, 3.02], [15.62, 17.12, 6.10], [15.27, 13.67, 7.74], [17.23, 17.67, 7.62], [17.61, 13.85, 5.99], [15.07, 18.45, 7.85], [13.11, 14.13, 5.58], [15.01, 15.71, 1.66], [14.20, 13.98, 0.17], [16.69, 14.42, 0.48], [17.91, 11.46, 6.26], [12.40, 12.78, 3.66], [13.55, 12.20, -1.20], [13.77, 10.94, 3.06], [15.95, 17.70, 7.13], [16.28, 12.68, 7.75], [16.92, 12.61, 6.40], [11.83, 12.01, 5.99], [12.82, 12.78, 5.12], [14.51, 13.69, 8.93], [15.27, 15.03, 0.36], [13.73, 14.05, 6.38], [15.36, 19.06, 8.60], [13.69, 14.40, 8.79], [17.42, 15.18, 0.78], [15.88, 11.70, 8.05], [15.07, 14.14, 9.76], [18.18, 11.32, 5.21], [14.19, 18.65, 7.41], [11.34, 13.05, 3.60], [15.39, 15.76, -0.45], [15.68, 16.46, 1.82], [14.60, 11.66, 3.15], [13.83, 11.73, -2.14], [10.84, 12.47, 5.97], [14.09, 12.71, 9.15], [12.56, 12.64, -1.33], [13.58, 11.48, -0.38], [13.97, 10.42, 2.11], [17.96, 17.35, 7.01], [17.49, 10.51, 6.59], [13.27, 14.55, 0.03], [11.69, 10.98, 5.64], [14.17, 16.28, 1.55], [12.30, 14.64, 5.93], [17.04, 14.16, -0.52], [17.86, 14.40, 6.80], [16.08, 12.46, 5.71], [16.70, 13.52, 1.09], [18.48, 13.64, 5.51], [17.40, 18.03, 8.54], [14.20, 13.30, 1.03], [13.86, 10.19, 3.86], [17.00, 12.96, 8.54], [12.18, 11.97, 7.03], [18.80, 11.56, 6.89], [12.93, 13.55, 3.07], [13.76, 12.23, 5.22]],
  "nbo_charge": [0.94, -0.54, -0.53, -0.73, -0.57, -0.84, -0.88, -0.83, -0.88, -0.88, -0.07, -0.62, -0.63, -0.06, -0.25, -0.26, 0.79, -0.07, -0.07, -0.62, -0.09, -0.26, -0.06, 0.38, 0.40, 0.20, 0.20, 0.19, 0.18, 0.22, 0.41, 0.19, 0.19, 0.35, 0.15, 0.20, 0.21, 0.18, 0.17, 0.17, 0.20, 0.41, 0.22, 0.17, 0.23, 0.36, 0.37, 0.24, 0.37, 0.17, 0.20, 0.37, 0.40, 0.17, 0.18, 0.17, 0.21, 0.22, 0.16, 0.18],
  "total_charge": 1,
  "gap_ev": 9.63,
  "lumo_energy_ev": -2.37
}

=====

Record 7
{
  "formula": "C7H9F3Se",
  "method": "ωB97M-V/def2-TZVPD",
  "elements": ["Se", "F", "F", "F", "C", "C", "C", "C", "C", "C", "C", "H", "H", "H", "H", "H", "H", "H", "H", "H"],
  "positions_angstrom": [[1.23, -1.72, -0.11], [2.52, 0.51, 1.65], [3.30, 0.32, -0.33], [2.27, 2.19, 0.30], [0.99, 0.21, -0.15], [-0.46, -1.83, 0.82], [2.27, 0.82, 0.35], [-2.67, -0.34, 0.80], [0.80, 0.85, -2.06], [-1.19, -0.49, 0.60], [-0.34, 0.55, 0.31], [-3.01, -0.83, 1.70], [-2.85, 0.72, 0.94], [1.18, 1.90, -2.30], [-3.20, -0.66, -0.09], [-1.04, -2.79, 0.60], [-0.06, -1.90, 1.76], [1.35, 0.15, -2.64], [-0.78, 1.57, 0.10], [-0.30, 0.76, -2.24]],
  "nbo_charge": [0.34, -0.33, -0.31, -0.33, -0.26, -0.60, 0.93, -0.64, -0.56, 0.05, -0.27, 0.22, 0.22, 0.21, 0.23, 0.24, 0.22, 0.20, 0.23, 0.20],
  "gap_ev": 8.93,
  "lumo_energy_ev": 0.58
}